No. 1
Density functional theory data (ωB97M-V/def2-TZVPD) for a structure of composition C21H10Cl8GeNV.

XYZ file:
```
42
Properties=species:S:1:pos:R:3:forces:R:3:mulliken_charge:R:1
V -0.020806 -1.579893 -0.537506 -0.02 0.01 -0.17 -0.636
C 4.276029 -2.088042 -0.777481 -0.01 0.00 0.01 -0.815
C 4.692711 -0.785398 -1.001797 0.00 0.00 0.00 -0.761
C 3.765065 0.246601 -1.057555 0.02 -0.01 0.00 -0.818
C 2.414791 -0.034172 -0.887985 0.05 0.00 0.00 0.535
C 1.975735 -1.350329 -0.667496 -0.01 0.03 -0.01 0.524
C 2.923022 -2.369168 -0.615323 -0.03 -0.02 0.01 -0.134
C 1.370111 1.002953 -0.911561 -0.06 -0.01 0.00 1.481
C 1.653795 2.386376 -0.976389 0.03 -0.01 0.00 -0.913
C 0.633564 3.282795 -0.934437 0.01 0.01 0.00 -0.935
C -0.702618 2.829099 -0.858913 -0.04 -0.02 0.00 1.153
C -1.804022 3.714189 -0.827812 0.00 -0.02 0.00 -0.845
C -3.079721 3.229959 -0.784615 -0.01 0.02 0.00 -0.625
C -3.300922 1.838039 -0.787924 0.01 -0.02 0.00 -0.944
C -2.252101 0.960024 -0.810298 -0.03 0.00 0.00 -0.553
C -0.925028 1.436485 -0.828540 0.07 0.05 -0.01 -0.007
N 0.124669 0.551699 -0.825248 -0.03 -0.05 0.04 0.647
H 5.002967 -2.888674 -0.737438 0.00 0.00 0.00 0.431
H 5.743749 -0.569104 -1.139196 0.00 0.00 0.00 0.414
H 4.113030 1.253738 -1.244198 0.00 0.00 0.00 0.386
H 2.611666 -3.393253 -0.457682 0.02 -0.01 0.00 0.469
H 2.677865 2.720029 -1.039907 0.00 0.00 0.00 0.373
H 0.830863 4.347467 -0.964361 0.00 0.00 0.00 0.453
H -1.614785 4.780100 -0.848042 0.00 0.00 0.00 0.422
H -3.921903 3.907859 -0.766602 0.00 0.00 0.00 0.409
H -4.315191 1.460125 -0.791048 0.00 0.00 0.00 0.465
H -2.436696 -0.103496 -0.860490 -0.01 0.01 0.00 0.478
Cl -3.144120 -2.382108 0.301821 0.03 0.01 0.03 -0.136
C -2.280178 -1.620917 1.578132 -0.15 -0.06 0.04 1.742
C -0.988013 -1.221443 1.372061 0.08 0.11 0.08 -1.734
C -0.396462 -0.579871 2.481840 0.04 -0.01 0.03 1.337
Cl 1.197716 -0.050300 2.348418 -0.02 -0.01 -0.01 -0.031
C -1.060926 -0.348339 3.746562 0.11 0.01 -0.09 -0.271
Cl -0.251640 0.433534 5.008296 0.01 0.01 0.01 -0.112
C -2.354447 -0.773654 3.903440 -0.13 -0.07 -0.02 0.419
Cl -3.195584 -0.537460 5.365307 0.02 0.01 0.00 -0.132
C -2.986774 -1.424064 2.816218 -0.02 0.02 0.00 -0.100
Cl -4.564979 -1.955083 2.982431 0.02 0.00 -0.01 -0.068
Cl -0.116343 -3.984248 -0.288184 0.00 -0.01 0.04 -0.396
Ge -0.686384 -4.303263 -2.650403 0.06 0.04 -0.01 0.523
Cl -0.987840 -1.817952 -2.682231 0.04 -0.01 0.07 -0.395
Cl 1.380144 -4.220860 -3.343874 -0.03 -0.02 -0.01 -0.298
```
Positions in Å, forces in eV/Å.

Computed properties:
* energy relative to the best compared isomer or geometry (same formula, charge and spin): 27.4 kcal/mol
* strongest force on any atom: 0.17 eV/A
* spin multiplicity: 4
* E_LUMO (spin up / spin down): -3.87 / -7.38 eV
* charge: +1

=====

No. 2
Density functional theory data (ωB97M-V/def2-TZVPD) for a structure of composition C21H12AsN2O9S6Tc.

XYZ file:
```
52
Properties=species:S:1:pos:R:3:forces:R:3:mulliken_charge:R:1
Tc -0.700191 -1.971197 0.762184 -0.03 0.00 0.18 -0.158
O -1.604017 -0.274213 6.513619 0.00 0.00 0.00 -0.522
C -1.429078 -0.702073 5.250568 -0.02 0.00 0.01 1.010
C -2.493907 -1.000069 4.399571 -0.02 0.00 0.03 -0.566
C -2.205365 -1.426468 3.122719 0.00 -0.02 -0.02 0.001
N -0.949879 -1.532182 2.713887 -0.04 0.14 -0.03 0.391
C 0.077397 -1.290970 3.519559 0.03 -0.05 -0.04 0.175
C -0.111176 -0.867188 4.813844 0.02 0.00 0.03 -0.738
C 1.411501 -1.628506 2.923861 -0.04 -0.01 0.06 0.049
O 2.451640 -1.586754 3.496042 0.02 -0.02 -0.01 -0.547
O 1.275726 -2.061642 1.618532 0.02 0.08 -0.04 0.093
C -3.214875 -1.882537 2.074174 0.09 -0.08 -0.06 0.395
O -4.394351 -1.797503 2.292157 -0.04 0.02 0.01 -0.643
O -2.650631 -2.413926 1.007740 0.05 0.04 -0.01 -0.593
H -2.543496 -0.200572 6.718314 0.00 0.00 0.00 0.312
H -3.529646 -0.920166 4.706491 0.01 0.00 0.01 0.489
H 0.725768 -0.682835 5.471787 0.00 0.00 0.00 0.578
S 1.770789 -3.328484 -1.247092 0.13 -0.09 -0.04 -0.195
As 2.392926 -3.425787 0.914648 -0.09 -0.08 -0.05 0.683
S 1.198683 -4.945702 1.906605 0.07 0.00 -0.01 -0.157
S -0.585389 -4.411968 1.009766 -0.02 0.02 -0.02 -0.046
S 4.394357 -3.226468 1.063248 -0.02 0.01 0.02 -0.306
O -1.511674 0.031820 0.534285 -0.04 0.08 0.06 -0.875
C -0.432833 0.466608 0.055252 -0.04 -0.11 -0.07 1.517
O 0.496156 -0.401148 -0.073270 0.04 0.04 0.11 -0.844
C -0.234392 1.862825 -0.368017 0.02 -0.01 -0.02 0.293
C -1.299149 2.754969 -0.316551 -0.01 0.00 -0.01 -0.294
C -1.118477 4.056515 -0.750401 0.01 0.01 -0.01 -0.731
C 0.119256 4.460207 -1.235654 0.00 0.00 0.00 -0.440
C 1.182071 3.566725 -1.287301 -0.02 -0.01 0.02 -0.739
C 1.007265 2.263192 -0.852534 0.00 0.04 0.04 -0.191
H -2.260804 2.409066 0.037322 0.00 0.00 0.00 0.483
H -1.944613 4.754321 -0.724808 0.00 0.00 0.00 0.418
H 0.255497 5.478080 -1.578520 0.00 0.00 0.00 0.416
H 2.143979 3.887458 -1.666018 0.00 -0.01 0.00 0.439
H 1.820262 1.549232 -0.887277 -0.02 0.02 0.01 0.541
O -2.143053 1.430917 -3.070200 0.01 0.01 0.02 -0.529
S -1.484786 0.378034 -3.772719 -0.02 0.02 -0.04 1.174
O -1.931212 -0.019298 -5.068424 0.00 -0.01 0.00 -0.665
N -1.429286 -0.983850 -2.789416 -0.02 -0.03 0.00 -0.561
C -0.228075 -1.283041 -2.494676 0.00 0.02 -0.16 0.687
S -0.226227 -2.781685 -1.511818 -0.06 0.04 0.05 -0.248
C 0.858186 -0.401782 -3.029510 -0.04 -0.04 -0.03 1.151
C 2.237327 -0.421819 -2.891763 0.03 0.01 0.02 -0.235
C 2.978156 0.580042 -3.509864 0.00 -0.02 0.01 -0.821
C 2.365322 1.583478 -4.249291 -0.01 0.01 -0.02 -0.477
C 0.983282 1.609447 -4.390830 -0.01 0.02 0.01 -0.810
C 0.266428 0.611699 -3.771100 0.04 -0.06 -0.04 -0.028
H 2.736996 -1.176818 -2.307940 -0.01 0.00 0.00 0.321
H 4.055309 0.575272 -3.406970 0.00 0.00 0.00 0.416
H 2.967043 2.351795 -4.716866 0.00 -0.01 0.00 0.452
H 0.485243 2.384950 -4.957323 0.00 0.00 0.00 0.479
```
Positions in Å, forces in eV/Å.

Computed properties:
* strongest force on any atom: 0.18 eV/A
* spin multiplicity: 1
* E_LUMO: -1.22 eV
* charge: 0

=====

No. 3
Density functional theory data (ωB97M-V/def2-TZVPD) for a structure of composition C21H12BrF3N2O4Ru.

XYZ file:
```
44
Properties=species:S:1:pos:R:3:forces:R:3:mulliken_charge:R:1
Ru 1.088423 1.072400 -0.684670 0.13 -0.32 0.64 0.761
O 4.749258 2.731763 1.351832 -0.08 -0.03 -0.03 -0.407
C 3.633257 2.440213 0.718158 0.00 0.11 0.04 0.460
O 3.391968 1.350004 0.227682 0.03 -0.01 0.11 -0.499
C 2.662615 3.563558 0.601967 -0.02 -0.13 0.00 0.223
C 2.814204 4.847080 1.077964 -0.09 0.07 -0.05 -0.386
C 1.795933 5.761879 0.791641 0.12 -0.02 0.06 -0.303
C 0.713092 5.375177 0.025722 -0.17 -0.12 -0.15 -0.577
C 0.652272 4.058999 -0.425076 0.09 0.16 0.10 0.503
N 1.594606 3.191384 -0.102433 -0.04 0.08 -0.06 -0.164
C -0.410831 3.504100 -1.356870 -0.05 -0.43 -0.46 0.238
O -1.371895 4.150409 -1.671141 0.09 0.10 0.15 -0.572
O -0.114505 2.289017 -1.791694 -0.17 0.58 -0.08 -0.639
H 5.322847 1.949077 1.354699 0.07 -0.01 0.03 0.408
H 3.691911 5.131378 1.639610 0.01 -0.01 0.00 0.509
H 1.871276 6.778296 1.152914 0.00 0.00 0.00 0.464
H -0.083509 6.051511 -0.252692 0.02 0.03 0.03 0.505
F -5.765265 -4.991834 -0.145663 -0.03 0.03 0.00 -0.273
C -6.027569 -3.687445 0.013478 0.01 -0.02 -0.01 0.813
F -6.764341 -3.554085 1.128737 0.00 -0.01 -0.01 -0.240
F -6.795395 -3.295899 -1.016446 0.01 -0.03 0.02 -0.244
C -4.770234 -2.861055 0.095813 0.00 0.04 0.00 0.350
C -4.897894 -1.477742 0.168730 0.01 0.01 -0.01 -0.764
C -3.769181 -0.688093 0.248850 -0.05 -0.06 -0.03 -0.653
C -2.504190 -1.288656 0.266379 0.13 0.16 0.02 0.516
C -2.386344 -2.677151 0.199078 -0.03 -0.05 0.01 -0.630
C -3.522198 -3.463459 0.108673 0.02 0.00 0.01 -0.516
C -1.344126 -0.462113 0.344793 -0.24 0.02 0.17 0.480
C -0.391902 0.313803 0.432020 0.15 -0.19 0.02 -0.697
H -5.879674 -1.023503 0.155173 0.00 -0.01 0.00 0.401
H -3.852059 0.388509 0.295516 0.01 0.01 0.00 0.476
H -1.406115 -3.133499 0.219740 0.01 0.00 -0.01 0.473
H -3.439989 -4.539449 0.051617 0.00 0.01 0.00 0.476
Br 1.809952 -0.567118 -2.842281 0.01 0.05 -0.41 -0.063
C 2.419962 -1.685153 -1.432079 0.03 -0.12 -0.11 0.622
C 3.065958 -2.879526 -1.683485 -0.04 0.05 0.18 -0.717
C 3.449580 -3.599548 -0.561351 0.01 -0.01 -0.02 -0.135
C 3.171181 -3.103065 0.705996 0.01 -0.04 0.00 -0.771
C 2.516869 -1.892025 0.824190 -0.11 0.07 -0.01 -0.508
N 2.145227 -1.186638 -0.248696 0.14 0.03 -0.11 0.257
H 3.257404 -3.226237 -2.687288 -0.01 0.01 -0.02 0.450
H 3.960358 -4.545824 -0.678833 0.00 0.00 0.00 0.406
H 3.456029 -3.650980 1.592438 0.00 0.00 0.00 0.426
H 2.263013 -1.468470 1.787278 0.01 0.03 -0.01 0.540
```
Positions in Å, forces in eV/Å.

Computed properties:
* energy relative to the best compared isomer or geometry (same formula, charge and spin): 0.0 kcal/mol
* strongest force on any atom: 0.73 eV/A
* spin multiplicity: 6
* E_LUMO (spin up / spin down): -3.81 / -5.23 eV
* charge: +1

=====

No. 4
Density functional theory data (ωB97M-V/def2-TZVPD) for a structure of composition C21H12Cl5IrN4OS2.

XYZ file:
```
46
Properties=species:S:1:pos:R:3:forces:R:3:mulliken_charge:R:1
Ir 0.407139 -0.272184 -0.784603 0.26 -0.02 0.26 1.444
N -2.778250 -0.410057 -3.720306 0.00 0.00 -0.01 -0.495
C -1.957297 -0.398176 -2.603804 -0.01 0.01 0.02 0.456
S -0.283928 -0.737574 -2.868472 -0.18 -0.04 -0.36 -0.480
N -2.564101 -0.171599 -1.470849 0.00 0.01 -0.02 -1.219
N -1.754510 -0.187011 -0.359174 -0.09 -0.04 0.02 0.381
C -2.411840 -0.309818 0.737129 -0.02 -0.02 0.02 -0.699
C -1.900490 -0.419256 2.104163 0.00 -0.01 0.02 1.007
C -2.828500 -0.883011 3.048352 0.00 -0.01 0.01 -0.884
C -2.523309 -1.057309 4.384901 0.00 0.01 -0.01 -0.757
C -1.241562 -0.773344 4.832729 0.01 -0.01 0.01 -0.654
C -0.297905 -0.307798 3.933953 0.00 0.02 0.00 -0.553
C -0.626133 -0.114307 2.599708 0.08 -0.02 0.06 0.338
O 0.335629 0.361280 1.734326 -0.10 -0.07 -0.06 0.065
H -2.300769 -0.159596 -4.571311 0.00 0.00 0.00 0.242
H -3.645860 0.082996 -3.570842 0.00 0.00 0.00 0.258
H -3.493322 -0.413479 0.649895 0.00 0.00 -0.02 0.294
H -3.828377 -1.109840 2.697922 0.00 0.00 0.00 0.344
H -3.280828 -1.413826 5.070727 0.00 0.00 0.00 0.389
H -0.973037 -0.911791 5.872065 0.00 0.01 0.00 0.384
H 0.708339 -0.077596 4.260607 0.00 0.00 0.00 0.489
Cl 3.039028 -0.667082 1.878933 -0.03 -0.09 -0.02 -0.142
C 2.577011 0.940875 2.234035 -0.04 0.11 0.11 0.789
C 1.232441 1.284712 2.173507 0.04 0.08 -0.04 -1.624
C 0.828976 2.581554 2.464634 -0.02 0.08 -0.05 0.962
Cl -0.824196 2.998009 2.285312 0.02 -0.05 0.02 -0.153
C 1.768461 3.533031 2.843982 -0.04 0.00 -0.01 0.079
Cl 1.264930 5.137311 3.214205 0.00 -0.02 -0.01 -0.209
C 3.116123 3.192713 2.904923 0.02 -0.03 -0.01 0.280
Cl 4.283159 4.370410 3.375527 0.00 0.00 -0.01 -0.206
C 3.519696 1.898019 2.592065 0.02 0.01 0.00 0.313
Cl 5.186072 1.474396 2.659943 0.01 -0.01 0.00 -0.212
N 0.301384 -2.260227 -0.346697 0.03 0.21 -0.11 -1.030
C 0.244899 -3.405880 -0.225453 -0.01 0.02 0.12 0.423
C 0.179282 -4.825362 -0.078461 -0.01 0.00 -0.03 0.330
C -0.601746 -5.573238 -0.962692 0.02 -0.01 0.01 -0.499
C -0.668539 -6.948833 -0.823301 0.00 0.00 -0.01 -0.492
C 0.036283 -7.586026 0.189750 0.00 -0.01 0.00 -0.362
C 0.813611 -6.842170 1.067601 0.00 0.00 0.00 -0.488
C 0.889392 -5.465678 0.938567 -0.01 -0.01 0.01 -0.434
H -1.141442 -5.062305 -1.748670 -0.01 -0.01 0.00 0.478
H -1.273343 -7.526829 -1.509988 0.00 0.00 0.00 0.367
H -0.019737 -8.661914 0.294746 0.00 0.00 0.00 0.372
H 1.365006 -7.336737 1.856828 0.00 0.00 0.00 0.368
H 1.492271 -4.876763 1.616492 0.00 0.00 0.00 0.467
S 1.178532 1.770821 -1.071181 0.07 -0.08 0.07 -0.730
```
Positions in Å, forces in eV/Å.

Computed properties:
* energy relative to the best compared isomer or geometry (same formula, charge and spin): 54.1 kcal/mol
* strongest force on any atom: 0.41 eV/A
* spin multiplicity: 2
* E_LUMO (spin up / spin down): 2.38 / 2.38 eV
* charge: -1

=====

No. 5
Density functional theory data (ωB97M-V/def2-TZVPD) for a cluster of 2 separate species, C21H12N5O6 in total.

XYZ file:
```
44
Properties=species:S:1:pos:R:3:forces:R:3:mulliken_charge:R:1
C -0.774204 -4.067772 0.817417 0.02 -0.44 -0.02 -0.432
C -1.700962 -3.476925 -0.021485 -0.02 -0.27 -0.01 -0.663
C -1.915338 -2.122885 0.030862 0.43 0.52 0.22 -0.048
C -1.193556 -1.324982 0.933712 0.21 -0.16 -0.04 0.336
C -1.422144 0.116484 1.031724 -3.02 -1.26 0.22 -0.290
C -2.759193 0.666939 1.180057 2.07 -0.30 -0.33 0.193
O -2.948016 1.873380 1.237845 -0.70 1.17 0.05 -0.768
C -3.930834 -0.248884 1.262570 -0.28 -0.41 0.17 0.242
C -3.970255 -1.312476 2.160970 0.13 0.34 -0.13 -0.040
C -5.050689 -2.166163 2.180137 -0.09 -0.12 0.18 -0.655
C -6.115015 -1.954929 1.325817 -0.23 -0.18 0.01 -0.421
C -6.101509 -0.882042 0.456573 -0.21 -0.07 -0.10 -0.484
C -5.018522 -0.032722 0.426428 0.34 0.18 0.06 -0.470
C -0.343120 0.933983 1.023738 3.23 2.31 -0.14 0.061
N 0.644237 1.576234 0.967069 -1.36 -0.90 0.08 -0.706
C -0.241351 -1.941843 1.760213 -0.48 0.39 -0.26 -0.464
C -0.048705 -3.298223 1.707094 0.12 -0.30 -0.01 -0.526
H -0.617224 -5.132286 0.776501 0.04 -0.26 -0.01 0.374
H -2.253905 -4.079630 -0.722203 -0.13 -0.16 -0.16 0.387
H -2.613949 -1.648038 -0.639224 -0.13 0.05 -0.06 0.520
H -3.140426 -1.462873 2.831664 0.17 -0.08 0.06 0.505
H -5.063594 -3.005454 2.856657 -0.01 -0.12 0.16 0.394
H -6.961969 -2.621630 1.346012 -0.15 -0.14 -0.02 0.377
H -6.936442 -0.715553 -0.203843 -0.18 0.04 -0.14 0.376
H -4.990073 0.805140 -0.250271 0.02 0.18 -0.10 0.416
H 0.289201 -1.337026 2.476741 0.16 0.16 0.07 0.427
H 0.657682 -3.765891 2.371743 0.20 -0.14 0.13 0.379
O 7.495129 0.862753 -1.706941 -1.11 0.98 0.38 -0.558
N 6.894293 1.777807 -1.140020 1.96 -0.38 0.59 0.965
O 7.415976 2.483621 -0.273846 -0.80 -0.43 -0.76 -0.610
C 5.516564 2.040045 -1.504009 -0.35 0.42 0.24 -0.701
C 4.825944 3.049613 -0.899654 0.90 -0.06 0.26 -0.228
C 3.486138 3.328724 -1.243397 -0.26 -0.98 -1.07 -0.043
N 2.812495 4.453320 -0.611071 -1.91 1.53 1.00 0.909
O 3.500602 5.375916 -0.167951 0.05 -1.11 -0.47 -0.584
O 1.581377 4.453349 -0.553355 1.82 -0.41 -0.54 -0.513
C 2.832601 2.596977 -2.195762 -0.95 0.86 0.54 -0.586
C 3.530398 1.558619 -2.834097 0.17 -0.94 -0.79 0.597
N 3.176834 0.703427 -3.796253 -1.57 0.79 -0.02 -0.565
O 4.224529 -0.067515 -4.041883 -0.32 1.08 0.91 -0.012
N 5.249156 0.259598 -3.265655 1.68 0.04 0.75 -0.508
C 4.857455 1.275301 -2.498626 0.68 -1.38 -0.93 1.298
H 5.313206 3.655737 -0.147378 0.02 -0.05 -0.03 0.592
H 1.807195 2.818762 -2.444611 -0.15 0.02 0.06 0.528
```
Positions in Å, forces in eV/Å.

Computed properties:
* strongest force on any atom: 3.98 eV/A
* spin multiplicity: 1
* E_LUMO: -0.22 eV
* charge: -1